1.
Formula: C41H42FN6O5Rb
Source: OMol25
Level of theory: wB97M-V/def2-TZVPD

Output
electronic energy = -65749.4698 eV
M = 803.29 g/mol
relative energy (zero: lowest compared OMol25 entry of this formula, charge and spin) = 32.3 kcal per mole
2S+1 = 1

Structure (XYZ):
```
96
Properties=species:S:1:pos:R:3:mulliken_charge:R:1
Rb -1.12 0.45 -0.93 0.55
C -6.78 0.20 -0.04 -0.63
O -6.47 -0.50 -1.26 -0.39
C -5.10 -0.37 -1.41 -0.01
N -4.47 0.40 -0.58 0.06
C -5.50 1.12 0.24 0.34
C -5.18 1.36 1.65 -0.19
C -3.93 0.96 2.22 -0.40
C -3.71 1.13 3.57 -0.22
C -4.64 1.78 4.38 -0.45
C -5.87 2.09 3.88 -0.46
C -6.17 1.88 2.50 -0.49
C -4.49 -1.17 -2.52 0.32
C -5.30 -2.01 -3.29 -0.67
C -4.69 -2.80 -4.24 -0.45
C -3.33 -2.68 -4.53 -0.82
C -2.57 -1.83 -3.64 0.38
N -3.14 -1.03 -2.75 0.01
C -1.09 -1.81 -3.83 -0.23
N -0.17 -1.24 -3.07 0.26
C 1.09 -1.21 -3.80 0.18
C 0.85 -2.32 -4.85 -0.46
O -0.62 -2.46 -4.91 -0.44
C 2.35 -1.29 -2.93 0.35
C 3.42 -0.57 -3.45 -0.66
C 4.57 -0.45 -2.67 -0.75
C 4.66 -1.19 -1.43 -0.57
C 3.56 -1.83 -0.90 -0.49
C 2.38 -1.89 -1.66 -0.17
H -7.75 0.69 -0.24 0.30
H -6.93 -0.56 0.78 0.32
H -5.80 2.00 -0.31 0.30
H -3.21 0.53 1.54 0.63
H -2.78 0.67 4.00 0.33
H -4.55 1.99 5.46 0.34
H -6.67 2.37 4.55 0.34
H -7.18 2.09 2.11 0.32
H -6.34 -2.01 -3.13 0.53
H -5.30 -3.51 -4.80 0.39
H -2.81 -3.26 -5.29 0.44
H 1.14 -0.19 -4.25 0.35
H 1.10 -2.01 -5.88 0.26
H 1.27 -3.32 -4.62 0.35
H 3.40 -0.20 -4.51 0.36
H 5.46 0.06 -2.99 0.47
H 5.63 -1.33 -0.95 0.42
H 3.52 -2.31 0.08 0.50
H 1.39 -2.23 -1.29 0.34
C 1.69 -3.18 5.55 -1.44
C 2.95 -3.16 4.67 0.40
C 4.21 -2.84 5.43 -0.91
C 5.46 -2.67 4.52 -1.00
C 5.24 -1.60 3.49 1.09
C 6.25 -0.69 3.15 -0.89
C 5.92 0.34 2.28 0.22
F 6.90 1.21 1.85 -0.36
C 4.64 0.49 1.73 -0.84
C 3.61 -0.42 2.12 0.90
C 2.23 -0.25 1.65 0.58
O 2.06 0.68 0.77 -0.95
C 1.22 -1.16 2.06 0.22
C 1.58 -2.09 3.03 -0.05
N 2.86 -2.16 3.56 0.17
C 3.91 -1.39 3.07 -0.37
C -0.17 -1.09 1.48 -0.49
O -0.39 -1.83 0.51 -0.69
O -0.96 -0.21 1.89 -0.60
H 1.97 -3.61 6.55 0.38
H 0.80 -3.66 5.08 0.43
H 1.40 -2.12 5.78 0.35
H 3.07 -4.24 4.26 0.05
H 4.50 -3.62 6.17 0.37
H 4.10 -1.92 5.98 0.34
H 5.68 -3.62 3.97 0.30
H 6.41 -2.45 5.11 0.37
H 7.30 -0.73 3.47 0.38
H 4.40 1.32 1.02 0.46
H 0.88 -2.90 3.25 0.55
N 0.52 3.12 -0.06 -0.08
C 0.72 4.21 -1.01 -0.65
C 0.74 3.78 -2.46 0.44
C 0.36 4.90 -3.43 -1.06
C -1.19 5.23 -3.53 -0.65
N -2.03 4.09 -3.63 -0.45
H 0.37 3.50 0.89 0.19
H 1.30 2.43 -0.11 0.09
H 1.55 4.96 -0.74 0.20
H -0.24 4.78 -0.98 0.27
H 0.03 2.97 -2.70 -0.28
H 1.74 3.39 -2.75 0.41
H 0.77 4.68 -4.42 0.37
H 0.82 5.85 -3.17 0.34
H -1.38 5.84 -4.42 0.40
H -1.50 5.81 -2.61 0.32
H -1.49 3.51 -4.31 0.16
H -2.94 4.33 -4.03 0.23
```

---

2.
Formula: C42H116N10O11
Source: OMol25
Level of theory: wB97M-V/def2-TZVPD

Output
electronic energy = -82850.9330 eV
SMILES string = COC[C@H](C)N.COC[C@H](C)N.COC[C@H](C)N.COC[C@H](C)N.COC[C@H](C)N.COC[C@H](C)N.COC[C@H](C)N.COC[C@H](C)N.COC[C@H](C)N.COC[C@H](C)N.CCO
M = 937.45 g/mol
relative energy (zero: lowest compared OMol25 entry of this formula, charge and spin) = 74.7 kcal per mole
2S+1 = 1

Structure (XYZ):
```
179
Properties=species:S:1:pos:R:3:mulliken_charge:R:1
C -1.60 -4.85 -2.33 -0.33
C -1.64 -5.00 -0.83 0.77
O -2.74 -4.31 -0.22 -0.45
H -1.49 -3.79 -2.56 -0.15
H -2.50 -5.26 -2.80 0.53
H -0.73 -5.40 -2.67 -0.06
H -0.86 -4.39 -0.36 -0.64
H -1.59 -6.04 -0.50 0.32
H -3.59 -4.76 -0.31 0.26
C -0.11 0.27 3.90 -0.10
C 1.07 0.31 4.87 0.27
C 0.94 -0.59 6.09 -0.74
O -0.06 -0.15 7.00 -0.32
C -0.09 -0.99 8.14 -0.83
N 2.30 0.07 4.15 -0.44
H -1.07 0.55 4.33 0.23
H -0.34 -0.79 3.69 0.02
H 0.12 0.75 2.96 -0.47
H 1.07 1.32 5.29 0.33
H 1.90 -0.54 6.62 0.38
H 0.77 -1.65 5.83 0.34
H -0.62 -1.92 7.94 0.31
H -0.52 -0.42 8.95 0.27
H 0.90 -1.24 8.56 0.33
H 2.37 -0.91 3.88 0.17
H 3.11 0.12 4.77 0.34
C 0.88 -5.42 -5.42 -1.10
C 2.37 -5.37 -5.12 1.01
C 2.59 -5.41 -3.59 -0.72
O 1.88 -4.32 -2.98 0.10
C 1.80 -4.38 -1.58 -0.12
N 3.04 -6.45 -5.83 -0.74
H 0.36 -4.48 -5.19 0.12
H 0.48 -6.16 -4.72 0.31
H 0.68 -5.58 -6.48 0.36
H 2.82 -4.42 -5.42 -0.26
H 3.66 -5.27 -3.37 0.27
H 2.17 -6.31 -3.14 0.33
H 2.75 -4.43 -1.03 0.33
H 1.21 -5.20 -1.16 0.16
H 1.44 -3.38 -1.33 -0.28
H 4.04 -6.37 -5.64 0.28
H 2.75 -7.33 -5.42 0.28
C 0.15 -9.46 2.33 -1.56
C 0.69 -8.19 1.63 0.76
C 0.28 -6.97 2.39 -0.86
O 0.94 -5.84 1.87 -0.20
C 0.67 -4.61 2.52 -1.04
N 2.16 -8.36 1.59 -0.80
H -0.93 -9.36 2.45 0.38
H 0.77 -9.80 3.15 0.39
H 0.33 -10.28 1.63 0.37
H 0.23 -8.15 0.64 0.17
H 0.57 -7.12 3.44 0.42
H -0.82 -6.90 2.39 0.35
H -0.40 -4.43 2.68 0.40
H 0.97 -3.71 1.98 0.20
H 1.15 -4.62 3.50 0.46
H 2.59 -7.45 1.43 0.29
H 2.41 -8.83 0.72 0.28
C -1.56 -1.17 1.55 -1.14
C -0.78 -0.74 0.31 1.74
C 0.12 0.48 0.59 -0.73
O -0.73 1.55 0.99 -0.24
C -0.10 2.75 1.28 -0.64
N 0.09 -1.80 -0.19 0.03
H -2.32 -1.88 1.21 0.52
H -2.04 -0.26 1.92 0.20
H -0.93 -1.63 2.30 -0.32
H -1.56 -0.45 -0.40 -0.50
H 0.71 0.80 -0.27 0.50
H 0.84 0.11 1.33 0.07
H 0.24 3.26 0.36 0.38
H 0.62 2.79 2.10 0.21
H -0.90 3.41 1.65 0.01
H 0.35 -1.61 -1.16 0.05
H -0.45 -2.67 -0.20 -0.51
C 3.59 0.16 -4.73 -1.27
C 2.60 -0.86 -4.15 0.98
C 1.31 -0.10 -3.84 -1.20
O 0.40 -0.91 -3.11 0.21
C -0.98 -0.80 -3.39 -1.52
N 2.36 -1.97 -5.04 -0.64
H 4.61 -0.25 -4.78 0.50
H 3.66 0.95 -3.98 0.00
H 3.45 0.57 -5.73 0.39
H 3.00 -1.14 -3.17 0.06
H 0.87 0.29 -4.77 0.52
H 1.51 0.76 -3.19 0.10
H -1.22 -0.87 -4.45 0.56
H -1.29 0.19 -3.03 0.45
H -1.52 -1.50 -2.75 0.30
H 1.65 -2.64 -4.77 -0.05
H 3.22 -2.51 -5.07 0.28
C -2.34 8.53 0.98 -1.48
C -2.29 7.88 2.35 0.67
C -2.69 6.42 2.30 -0.43
O -3.96 6.31 1.65 -0.38
C -4.66 5.09 1.92 -0.52
N -0.93 7.94 2.92 -0.75
H -1.41 8.36 0.42 0.38
H -2.38 9.62 0.95 0.41
H -3.07 8.12 0.29 0.28
H -2.97 8.38 3.05 0.25
H -2.66 5.99 3.31 0.33
H -2.08 5.83 1.61 0.08
H -4.03 4.22 1.74 0.12
H -5.46 5.10 1.19 0.29
H -4.98 5.12 2.97 0.26
H -0.70 8.93 2.98 0.26
H -0.95 7.63 3.89 0.24
C -6.55 3.81 6.64 -1.55
C -6.47 2.71 5.56 0.55
C -5.09 2.20 5.18 -0.55
O -5.19 1.27 4.13 -0.36
C -3.97 0.63 3.81 -0.53
N -7.35 1.62 6.00 -0.81
H -5.79 4.59 6.50 0.35
H -6.36 3.37 7.62 0.38
H -7.52 4.29 6.56 0.39
H -6.98 3.15 4.70 0.29
H -4.64 1.76 6.08 0.37
H -4.51 3.07 4.84 0.18
H -3.34 0.48 4.69 0.30
H -3.35 1.27 3.18 0.13
H -4.20 -0.35 3.38 0.26
H -8.29 2.01 6.00 0.28
H -7.47 0.96 5.23 0.26
C -5.10 0.09 -6.83 -1.38
C -5.58 -0.41 -5.47 0.37
C -4.71 0.08 -4.31 -0.14
O -5.02 -0.45 -3.03 -0.35
C -4.69 0.42 -1.99 -0.68
N -6.95 0.12 -5.31 -0.80
H -5.64 -0.41 -7.62 0.38
H -4.07 -0.26 -6.99 0.33
H -5.17 1.17 -6.99 0.34
H -5.70 -1.49 -5.47 0.33
H -4.75 1.17 -4.22 0.35
H -3.65 -0.17 -4.52 -0.18
H -4.78 -0.07 -1.02 0.30
H -5.24 1.36 -1.95 0.39
H -3.61 0.67 -2.01 0.19
H -7.29 -0.02 -4.36 0.29
H -6.86 1.14 -5.27 0.28
C 6.74 3.42 2.04 -1.46
C 6.54 2.26 1.09 0.54
C 5.48 2.48 0.04 -0.79
O 4.20 2.72 0.60 -0.27
C 3.70 1.66 1.38 -0.63
N 7.82 1.93 0.44 -0.67
H 5.81 3.59 2.62 0.28
H 6.96 4.34 1.50 0.29
H 7.49 3.23 2.81 0.45
H 6.27 1.36 1.64 0.30
H 5.46 1.64 -0.67 0.34
H 5.74 3.27 -0.68 0.45
H 3.85 0.67 0.95 0.45
H 2.64 1.75 1.58 -0.16
H 4.16 1.63 2.37 0.28
H 8.16 2.69 -0.14 0.25
H 8.52 1.65 1.10 0.26
C 5.09 3.32 -5.48 -1.37
C 4.70 4.51 -4.59 0.40
C 4.10 3.99 -3.30 0.41
O 3.29 4.95 -2.66 -0.48
C 2.82 4.55 -1.41 -0.28
N 5.95 5.23 -4.28 -0.71
H 5.39 3.72 -6.45 0.46
H 4.13 2.84 -5.71 0.22
H 5.67 2.55 -4.97 0.38
H 4.06 5.18 -5.18 0.28
H 4.76 3.40 -2.65 -0.05
H 3.36 3.20 -3.59 -0.21
H 1.90 5.10 -1.19 0.37
H 3.58 4.65 -0.64 0.21
H 2.44 3.51 -1.39 0.01
H 5.72 6.20 -4.06 0.23
H 6.50 5.25 -5.13 0.26
```

---

3.
Formula: C3H7BeO2
Source: OMol25
Level of theory: wB97M-V/def2-TZVPD

Output
total charge = +1
electronic energy = -7710.5508 eV
M = 84.10 g/mol
relative energy (zero: lowest compared OMol25 entry of this formula, charge and spin) = 0.0 kcal per mole
2S+1 = 1

Structure (XYZ):
```
13
Properties=species:S:1:pos:R:3:mulliken_charge:R:1
O 2.00 0.68 -0.85 -0.50
C 1.79 -0.15 0.19 -0.23
C 0.34 -0.57 0.34 -0.21
O -0.47 0.38 -0.36 0.03
C -1.87 0.12 -0.34 -0.48
Be 0.47 1.59 -0.50 0.38
H 2.40 -1.07 0.05 0.31
H 0.07 -0.53 1.41 0.34
H 0.16 -1.58 -0.05 0.39
H -2.15 -0.32 0.63 0.34
H -2.37 1.09 -0.48 0.22
H -2.12 -0.57 -1.15 0.29
H 1.75 0.92 1.10 0.11
```

---

4.
Formula: C26H28F4N9Os
Source: OMol25
Level of theory: wB97M-V/def2-TZVPD

Output
total charge = +3
electronic energy = -54134.9950 eV
M = 732.80 g/mol
relative energy (zero: lowest compared OMol25 entry of this formula, charge and spin) = 47.3 kcal per mole
2S+1 = 1

Structure (XYZ):
```
68
Properties=species:S:1:pos:R:3:mulliken_charge:R:1
Os 1.06 1.42 -0.13 1.65
C 3.43 2.70 -1.41 -1.03
N 3.15 1.33 -0.96 -0.05
C 4.28 0.87 -0.13 -1.15
C 3.02 0.37 -2.08 -1.22
C 1.79 0.65 -2.93 -0.57
N 0.64 0.94 -2.09 -0.02
C -0.56 1.13 -2.71 0.17
C -1.55 1.88 -2.03 0.45
F -1.17 2.37 -0.80 -0.23
C -2.80 2.17 -2.54 -0.21
F -3.65 2.88 -1.82 -0.25
C -3.15 1.72 -3.81 -0.28
C -2.21 0.99 -4.52 -0.03
F -2.51 0.55 -5.73 -0.23
C -0.95 0.69 -4.00 0.68
F -0.14 -0.08 -4.72 -0.26
H 4.29 2.71 -2.08 0.39
H 3.67 3.32 -0.55 0.40
H 2.57 3.14 -1.93 0.42
H 5.20 0.93 -0.71 0.42
H 4.15 -0.16 0.18 0.36
H 4.40 1.50 0.74 0.36
H 2.95 -0.64 -1.66 0.46
H 3.92 0.41 -2.71 0.45
H 1.61 -0.23 -3.57 0.56
H 1.97 1.49 -3.61 0.54
H -4.11 1.95 -4.24 0.56
N 1.28 5.36 4.58 -0.39
C 1.27 4.37 3.70 1.13
C 0.11 4.06 2.94 -0.99
C 0.17 3.10 1.97 -0.15
N 1.28 2.37 1.69 -0.07
C 2.34 2.57 2.50 -0.31
C 2.39 3.54 3.46 -0.90
H 0.47 5.94 4.74 0.23
H 2.11 5.58 5.11 0.24
H -0.80 4.60 3.11 0.43
H -0.72 2.88 1.40 0.43
H 3.19 1.92 2.36 0.55
H 3.28 3.67 4.05 0.40
C -2.13 -0.34 1.12 -1.16
C -0.80 -0.96 1.31 0.82
N 0.35 -0.46 0.91 -0.23
C 1.33 -1.34 1.30 -0.53
C 0.75 -2.39 1.94 -0.57
N -0.60 -2.15 1.94 0.19
C -1.58 -2.99 2.59 -1.14
N -2.55 -3.51 1.67 0.83
N -3.81 -3.08 1.69 -0.54
N -4.47 -3.63 0.79 -0.56
C -3.71 -4.50 0.09 0.23
C -3.97 -5.34 -1.00 -0.67
C -2.90 -6.02 -1.55 -0.53
C -1.62 -5.93 -1.00 -0.61
C -1.34 -5.12 0.10 -0.68
C -2.41 -4.42 0.65 1.18
H -2.00 0.70 0.82 0.14
H -2.72 -0.37 2.03 0.47
H -2.70 -0.84 0.34 0.21
H 2.37 -1.16 1.12 0.32
H 1.19 -3.26 2.38 0.50
H -2.14 -2.41 3.34 0.32
H -1.05 -3.80 3.10 0.44
H -4.98 -5.48 -1.35 0.46
H -3.05 -6.64 -2.42 0.41
H -0.81 -6.48 -1.45 0.41
H -0.33 -5.01 0.47 0.37
```

---

5.
Formula: CHNO6S
Source: OMol25
Level of theory: wB97M-V/def2-TZVPD

Output
electronic energy = -25660.8338 eV
M = 155.09 g/mol
relative energy (zero: lowest compared OMol25 entry of this formula, charge and spin) = 1.8 kcal per mole
2S+1 = 1

Structure (XYZ):
```
10
Properties=species:S:1:pos:R:3:mulliken_charge:R:1
C -0.98 2.21 0.88 0.72
N 2.36 -0.52 -0.33 0.25
O -0.06 2.86 1.09 -0.31
O 3.15 0.32 -0.52 -0.30
O -1.68 -1.20 -1.10 -0.41
O -1.03 -1.82 1.15 -0.40
O 1.29 -0.61 -1.19 -0.37
O -1.81 1.40 0.78 -0.41
S -2.00 -1.19 0.30 0.81
H 0.76 -1.47 -1.05 0.42
```

---

6.
Formula: C24H23N2O2PSTi
Source: OMol25
Level of theory: wB97M-V/def2-TZVPD

Output
total charge = +1
electronic energy = -75570.7366 eV
M = 482.37 g/mol
relative energy (zero: lowest compared OMol25 entry of this formula, charge and spin) = 5.9 kcal per mole
2S+1 = 2

Structure (XYZ):
```
54
Properties=species:S:1:pos:R:3:mulliken_charge:R:1
Ti -1.15 -1.87 -0.59 -0.64
O -1.03 -2.76 1.25 -0.79
C -0.94 -1.49 1.26 0.69
C -0.91 -0.37 2.18 -0.06
C -0.96 -0.39 3.57 -0.49
C -1.02 0.81 4.26 -0.61
C -1.04 2.02 3.57 -0.74
C -0.97 2.04 2.18 -0.10
C -0.88 0.84 1.49 0.19
P -0.72 0.59 -0.33 1.80
C -1.44 2.08 -1.07 0.44
C -2.70 2.00 -1.65 -0.49
C -3.29 3.13 -2.20 -0.56
C -2.62 4.35 -2.16 -0.52
C -1.36 4.43 -1.59 -0.68
C -0.76 3.31 -1.05 -0.59
C 1.08 0.81 -0.60 0.58
C 1.54 0.83 -1.91 -0.55
C 2.90 0.95 -2.17 -0.69
C 3.81 1.03 -1.12 -0.60
C 3.35 1.02 0.19 -0.50
C 1.99 0.92 0.45 -0.61
H -0.98 -1.34 4.09 0.57
H -1.08 0.81 5.34 0.42
H -1.12 2.95 4.12 0.45
H -0.99 2.98 1.64 0.49
H -3.21 1.05 -1.68 0.16
H -4.27 3.07 -2.66 0.42
H -3.08 5.23 -2.59 0.40
H -0.84 5.38 -1.57 0.42
H 0.23 3.37 -0.61 0.46
H 0.84 0.75 -2.73 0.41
H 3.25 0.97 -3.19 0.44
H 4.87 1.12 -1.32 0.42
H 4.05 1.11 1.01 0.47
H 1.63 0.94 1.48 0.31
S 0.68 -2.66 -2.02 -0.53
C 1.82 -3.16 -0.84 0.54
N 2.49 -4.30 -0.92 -0.18
C 3.44 -4.48 0.18 -0.50
C 3.28 -3.16 0.96 -0.56
N 2.19 -2.50 0.24 0.37
H 2.28 -5.01 -1.61 0.21
H 4.45 -4.63 -0.20 0.32
H 3.17 -5.35 0.78 0.31
H 4.18 -2.55 0.92 0.30
H 3.01 -3.33 2.00 0.32
H 1.99 -1.51 0.33 -0.17
C -4.56 -1.41 -0.82 -1.30
C -3.12 -1.75 -0.79 0.88
O -2.73 -2.94 -0.91 -0.40
H -5.17 -2.27 -0.56 0.38
H -4.81 -1.10 -1.84 0.34
H -4.76 -0.57 -0.16 0.33
```

---

7.
Formula: C21H25F5N2O7S2SiTi
Source: OMol25
Level of theory: wB97M-V/def2-TZVPD

Output
total charge = -1
electronic energy = -105750.6598 eV
M = 652.51 g/mol
relative energy (zero: lowest compared OMol25 entry of this formula, charge and spin) = 5.9 kcal per mole
2S+1 = 2

Structure (XYZ):
```
64
Properties=species:S:1:pos:R:3:mulliken_charge:R:1
Ti 0.97 -0.87 -0.72 0.07
N -1.10 2.07 -2.93 -0.39
C -0.22 1.20 -2.43 0.64
O -0.55 0.43 -1.51 -0.13
C 1.17 1.07 -3.00 -0.73
C 2.07 0.47 -1.94 -0.66
H -1.84 2.38 -2.29 0.11
H -0.73 2.81 -3.50 0.25
H 1.49 2.04 -3.39 0.45
H 1.09 0.39 -3.86 0.24
H 2.44 1.25 -1.26 0.35
H 2.94 -0.04 -2.37 0.39
O 0.96 0.33 0.82 -0.15
C 1.85 0.50 1.76 -0.63
C 2.99 -0.30 1.93 1.04
C 3.89 -0.07 2.99 -0.84
C 5.00 -0.87 3.15 -0.22
C 5.29 -1.93 2.29 -0.63
C 4.41 -2.17 1.24 -0.58
C 3.28 -1.39 1.04 0.16
O 2.47 -1.67 0.03 -0.48
N 5.91 -0.59 4.26 1.02
O 6.89 -1.31 4.39 -0.66
O 5.65 0.33 5.01 -0.64
H 1.67 1.32 2.46 0.32
H 3.72 0.74 3.68 0.52
H 6.17 -2.53 2.45 0.48
H 4.59 -2.99 0.55 0.43
C 0.84 -4.73 -0.61 -0.94
Si 0.28 -3.78 -2.12 0.52
C 1.14 -4.46 -3.64 -1.14
C -1.57 -3.96 -2.33 -0.91
O 0.66 -2.19 -1.95 0.01
H 0.63 -5.80 -0.71 0.43
H 0.32 -4.36 0.28 0.20
H 1.91 -4.60 -0.45 0.21
H 0.90 -5.51 -3.78 0.32
H 2.22 -4.37 -3.53 0.27
H 0.84 -3.91 -4.53 0.29
H -1.87 -5.00 -2.42 0.38
H -1.91 -3.42 -3.22 0.30
H -2.09 -3.53 -1.46 0.08
C -2.84 -2.00 1.88 -1.15
S -1.39 -0.99 1.58 0.54
C -2.23 0.50 1.08 -0.79
O -0.83 -1.63 0.31 -0.42
H -3.45 -2.01 0.98 0.31
H -3.39 -1.58 2.73 0.40
H -2.49 -3.00 2.12 0.40
H -2.81 0.86 1.93 0.58
H -2.86 0.29 0.22 0.32
H -1.48 1.25 0.81 0.01
F -6.33 7.18 1.62 -0.32
C -5.32 6.42 1.16 0.71
C -5.05 5.19 1.73 -0.30
F -5.80 4.76 2.76 -0.32
C -4.01 4.42 1.24 0.34
F -3.82 3.23 1.85 -0.27
C -3.19 4.81 0.18 -0.03
S -1.88 3.83 -0.41 -0.48
C -3.50 6.06 -0.36 0.42
F -2.79 6.55 -1.39 -0.35
C -4.54 6.85 0.11 -0.05
F -4.79 8.04 -0.46 -0.31
```